(1)
54
Properties=species:S:1:pos:R:3:forces:R:3 method="wB97M-V/def2-TZVPD" homo_lumo_gap_ev="5.1 / 5.1" multiplicity=2 lumo_energy_ha="0.1604 / 0.1591" e_above_lowest_kcal_mol=13.2 charge=-2 e_homo_ev="-0.77 / -0.73"
H -3.560382 3.113118 -2.697145 0.0 0.0 0.0
C -3.119622 1.742742 5.183431 -0.1 0.0 0.0
Cl -6.885723 -1.867233 2.367984 -0.2 0.1 0.0
H -2.650045 1.658644 -0.906217 0.1 -0.2 0.0
H 0.946410 -0.827250 -3.472678 -0.1 0.0 0.1
C -0.829726 0.815528 2.331712 0.3 0.0 -1.0
C -5.199427 -1.925825 1.965912 0.3 -0.3 0.3
Cl -1.883439 -3.749310 3.294871 0.1 -0.1 0.0
C 1.526187 -1.226638 0.876083 -0.3 0.4 0.7
C -1.323189 1.053342 3.709112 -0.3 -0.1 0.3
C -1.093361 0.826493 6.106183 0.0 0.0 0.1
N 1.146342 -1.094547 -1.448092 0.3 -0.1 0.5
N 0.177817 -0.066214 2.230554 0.4 -0.2 0.8
C -2.462172 -2.139361 1.213680 -0.7 -0.1 0.1
C 0.114802 2.211778 -2.510970 0.4 0.2 -0.3
O -1.348969 1.433412 1.372239 -0.2 0.1 0.2
H 2.084841 -1.533486 1.754424 0.0 0.0 0.0
O -1.286396 -2.332133 0.742954 0.7 0.5 -1.0
C -1.645396 3.408609 -3.617051 0.3 -0.2 0.0
C -3.346134 -1.206633 0.535282 0.0 -0.3 0.4
C -0.588255 0.670312 4.827721 0.0 0.0 0.0
N 0.483861 -0.460750 1.005327 -0.5 0.4 0.0
H -0.513053 0.514601 6.966244 0.0 0.0 0.0
C -2.501861 2.896711 -2.667509 0.0 0.2 0.0
H -1.991765 4.057471 -4.410528 0.0 0.0 0.0
S -1.539191 -0.917058 -2.952969 -0.1 -0.1 0.4
O -2.852099 -0.468324 -0.393933 0.3 0.9 -0.2
C -4.700721 -1.185425 0.886238 0.4 0.0 0.0
Ru -0.773029 -0.527733 -0.846371 -0.4 -0.7 0.0
C -4.329101 -2.697227 2.718203 -0.3 0.3 -0.2
C 0.640162 3.577468 -4.483530 0.4 0.2 -0.3
Cl -5.747887 -0.167786 -0.050298 -0.1 0.1 -0.1
O -3.360322 2.011942 2.861632 0.0 0.0 -0.3
N -0.710163 1.740733 -1.594480 -0.4 -1.0 0.0
H 0.390012 0.239341 4.664353 0.0 0.0 0.0
H 4.356535 -3.113034 -2.243861 0.0 0.0 0.0
H -2.795209 1.866704 2.046446 -0.1 0.0 0.1
C 1.579335 -1.251553 -2.702072 0.1 0.2 -0.4
C -2.367657 1.356814 6.276603 0.0 0.0 0.0
C -0.289742 3.061603 -3.543792 -0.7 -0.1 0.7
C 3.478537 -2.522120 -2.011193 -0.1 0.0 -0.4
C -2.610411 1.607668 3.890832 0.4 0.0 0.1
H 3.603981 -2.791544 0.116559 0.0 0.0 0.0
C 1.920453 -1.585055 -0.435186 0.1 -0.1 -1.0
C -2.978467 -2.784583 2.352398 0.2 0.2 -0.3
C 2.736541 -1.924152 -3.034396 0.2 -0.2 0.3
H -4.119825 2.141130 5.297698 0.0 0.0 0.0
H 1.152974 1.907138 -2.439531 0.0 -0.1 0.0
H 3.039545 -1.995896 -4.069395 0.0 0.0 0.0
C 3.068443 -2.350727 -0.714628 -0.2 0.1 0.4
H -2.781198 1.471855 7.272219 0.0 0.0 0.0
C -2.000531 2.080011 -1.664755 -0.1 0.1 0.2
N 1.380145 4.020693 -5.245706 0.0 0.0 0.0
Cl -4.921763 -3.563864 4.099595 0.0 -0.1 0.2

***

(2)
13
Properties=species:S:1:pos:R:3:forces:R:3 method="wB97M-V/def2-TZVPD" homo_lumo_gap_ev=9.6 lumo_energy_ha=0.0316 e_above_lowest_kcal_mol=58.1 smiles="C[C@@H]1N=CCS1" e_homo_ev=-8.77
H 2.402310 1.475180 -0.098624 -0.3 -1.3 0.1
H -2.568646 0.291564 0.536549 0.2 -0.8 -1.3
H 2.621946 -0.359900 0.070743 1.0 -0.2 1.6
C -1.904980 0.077471 -0.363170 0.9 2.1 4.2
H -2.413002 0.338874 -1.211233 -1.1 0.0 -2.4
H -1.647547 -2.223968 -0.226176 -0.3 1.3 -0.2
C 1.962444 0.438393 -0.176188 0.2 -0.1 -2.2
H 0.881508 0.490066 1.642756 -0.1 0.1 0.7
H 2.026490 0.103013 -1.275159 -1.4 1.2 1.0
S -0.667309 1.487069 0.011597 0.3 -1.4 -0.2
C 0.665882 0.359701 0.606285 -2.1 -2.5 -1.3
N -0.137332 -1.285802 0.574678 1.6 3.3 -1.2
C -1.221765 -1.191655 -0.092064 1.3 -1.7 1.2

***

(3)
138
Properties=species:S:1:pos:R:3:forces:R:3 method="wB97M-V/def2-TZVPD" homo_lumo_gap_ev=10.2 lumo_energy_ha=0.0031 e_above_lowest_kcal_mol=119.5 smiles="CCOC(=O)OC.CCOC(=O)OC.CCOC(=O)OC.CCOC(=O)OC.CCOC(=O)OC.CCOC(=O)OC.O=C1OCCO1.O=C1OCCO1.O=C1OCCO1.O=C1OCCO1.ClCCCl" e_homo_ev=-10.09
O -1.000876 -5.215026 1.025843 -0.2 2.5 0.0
H 1.517678 -4.014548 -3.395882 -0.5 1.0 -0.1
H -1.430757 4.861347 -3.846190 -0.4 0.4 -1.1
C -3.911938 -1.176854 0.928614 0.1 1.6 -0.2
O -0.641075 4.933384 2.132127 -0.4 -1.2 0.5
C 1.106359 2.431985 -7.555666 -0.3 1.1 0.3
C 4.469954 -0.152165 -1.459601 -0.9 -0.5 1.0
O -1.148174 -2.992226 0.362083 -0.9 -0.5 0.0
H 2.217120 -3.001121 6.538641 0.3 -0.1 -0.6
O -1.943968 -3.582896 2.241521 -0.9 1.0 1.6
C -0.500127 0.788350 5.450974 1.2 0.7 -0.2
C -3.254258 -2.160232 -4.413755 -1.2 1.1 -0.6
O 3.161043 -3.295091 0.714333 -0.8 2.6 -1.3
O 1.857937 2.561609 -4.164692 0.6 -1.2 1.5
C -0.295184 -1.417457 4.932241 1.0 -0.6 -1.3
Cl 1.902303 1.782353 0.792857 0.3 -0.1 -0.4
O -2.158534 3.614326 3.327347 1.0 0.7 -0.8
H -5.942128 -1.649464 0.351288 -0.2 0.3 -0.4
H -1.293986 0.371491 -4.147006 0.4 -0.1 -0.1
C 2.814329 -4.275818 2.697521 -1.5 -0.5 1.5
H 2.035743 -3.182910 -4.998541 -0.3 0.2 0.4
H -5.303804 -3.797425 -3.505866 0.0 0.0 -0.1
H 1.255656 -0.476530 0.216353 0.6 0.3 -1.0
H -3.520758 -0.647691 1.797561 -0.5 -1.0 0.8
O 3.337869 -2.946208 -3.346532 0.3 -0.7 -0.9
O 4.230199 -1.281927 -2.309550 0.8 -0.7 -0.5
H 3.526213 2.469124 4.758390 -0.2 -0.1 -0.1
H 3.833787 4.474867 -2.099783 -0.6 0.4 -0.2
H 1.299140 4.032468 -2.926264 0.2 0.4 0.3
C -0.547117 -3.310730 -0.888097 1.7 -0.3 -0.5
H -0.445842 -1.338034 -5.750429 0.6 0.5 -0.3
H -2.829368 -5.317689 3.168894 0.2 0.1 -0.9
C -4.016698 0.264302 -0.882553 4.4 0.6 -3.4
H 5.226197 0.340619 0.506880 0.0 0.3 -0.2
C -4.313381 -4.198521 -3.721009 0.0 -0.3 0.0
H -2.934224 4.152806 1.430608 -0.1 0.4 0.4
O -0.055542 -2.602484 5.044010 -0.9 1.9 -0.4
C -4.290320 2.830039 2.506335 -0.2 -0.1 -0.5
O -4.027182 -1.942371 -5.367478 2.5 -1.3 3.1
H -3.710696 -2.246993 0.879540 0.0 0.3 0.2
C 4.803773 -0.536131 0.016006 -0.3 0.5 0.1
H 2.019499 2.836968 -7.991843 -0.1 0.0 -0.1
O 1.318134 2.215745 -6.161988 0.0 -1.9 -0.2
H 4.015267 -2.712487 6.712653 -0.2 -0.2 0.5
H -1.236339 3.195220 -3.626908 -0.2 -0.3 0.7
H -2.339471 2.572129 1.571216 -0.2 -0.4 0.1
C 0.486114 5.531239 4.544159 1.4 0.5 -0.5
H 1.609602 -2.608814 1.974500 -0.1 -0.1 -0.6
O -3.160740 -0.475663 -0.059719 -0.7 0.9 -2.0
H 0.269195 6.578423 4.755002 -0.4 0.0 -0.6
H 0.086203 0.426302 0.956730 -0.3 0.2 0.1
H -2.995095 3.566523 -2.001145 -0.2 -0.4 -0.1
H 1.864851 -4.781814 2.872338 -0.4 -0.1 -0.8
H 3.459249 4.503784 -3.922853 0.8 0.4 0.3
C 3.944333 -0.636602 5.052447 2.2 0.1 2.1
H 3.607719 0.512033 -1.518739 -0.3 -0.1 0.4
H -3.865969 -4.192038 4.970093 0.3 -0.4 0.0
C 3.062516 -1.893273 -2.597466 0.1 0.6 0.3
Cl -0.877155 2.415994 -0.879922 0.2 0.1 0.3
H -4.825257 2.665656 1.570965 0.1 -0.5 -0.2
H 2.768590 -1.530400 7.264832 0.3 0.0 0.2
H 3.948614 -0.795326 0.640208 -0.4 0.1 -0.5
C -2.913265 3.314111 2.126491 0.5 0.1 -0.1
H 3.167096 -2.196515 2.602377 0.7 0.5 -1.1
C -3.834358 3.153634 -4.860585 -2.5 -2.1 -5.3
C -1.193239 -0.620123 -6.088222 -1.5 -0.2 0.8
C 0.815392 0.518515 0.151822 -1.4 -0.2 1.8
O 3.122907 -1.655197 5.266752 -1.0 -0.1 -0.9
O -0.288912 -0.525096 5.888130 0.1 -1.1 2.6
C 0.023462 0.888565 -1.069998 0.6 -0.2 -0.6
H -1.501060 -4.615680 4.044823 0.4 0.2 -0.5
H -4.086369 -5.035374 -3.060524 0.0 0.3 0.2
O -0.503406 -0.708234 3.768567 0.3 -2.7 -1.2
H 0.275794 3.128652 -7.669332 0.1 0.1 -0.2
H -2.851728 -2.808447 4.931212 0.4 0.0 -0.2
H -4.160539 -2.979165 3.829014 0.2 -0.2 -0.9
C 3.538746 -4.558247 0.632482 2.4 -1.0 -4.6
H -0.979135 1.234316 3.390481 -0.2 -0.2 -0.1
O -2.233780 -1.318887 -4.012931 -1.8 -3.5 0.7
C 3.989739 2.392434 3.774846 0.3 -0.7 -0.5
O 3.903860 -5.047088 -0.465471 -1.4 1.2 4.2
O -4.184034 3.214270 -3.616530 -1.5 1.0 1.4
C 1.417823 3.144744 -5.240694 -0.4 3.5 -2.0
C -1.999547 3.932045 -3.877307 0.7 -0.2 2.3
H -1.859953 -1.198335 -6.727962 -0.2 0.1 -0.1
H 5.512881 -1.328716 0.254931 0.2 -0.2 -1.0
H 1.974743 2.658781 -2.091949 0.0 -0.3 -0.4
H 0.843939 1.488614 -8.034525 0.2 0.0 0.4
H -1.470985 1.118520 5.820461 0.1 0.3 -0.3
C 2.109126 3.303863 -2.960234 -0.5 1.2 0.5
O 3.549919 -0.106152 3.941657 -0.7 0.8 -1.3
O -4.516556 2.775770 -5.832937 1.4 0.9 3.2
C 3.504698 3.940332 -2.990894 -0.7 -1.2 -0.5
O -2.577338 3.468636 -5.028766 1.3 1.0 -2.7
C 2.308033 -3.687417 -4.071487 0.4 -0.4 1.1
H -5.824389 -0.260090 1.437212 -0.2 0.2 -0.2
C -1.305865 -4.026687 1.195041 0.3 -3.0 -0.6
C -3.238044 4.014014 -2.964896 2.5 -0.4 2.3
O 3.625003 -5.050220 1.840071 0.1 -1.6 0.6
H -4.957448 3.539542 2.995879 0.6 0.2 0.4
O -3.308207 -3.206266 -3.478052 0.2 1.6 -1.9
O 1.192632 4.354731 -5.438820 0.4 -2.5 0.9
H -3.437969 5.046145 -2.677074 -1.1 0.1 -0.9
C -3.337888 -3.534458 4.279565 0.4 -0.2 0.0
H 0.711209 1.019726 3.641624 0.4 -0.7 0.0
H -4.219636 1.901575 3.072951 -0.2 0.0 0.1
H -2.820915 0.426813 -4.859309 -0.3 -0.3 -0.8
C 4.301335 0.931782 3.332283 0.3 1.0 -1.1
H 3.962944 0.817228 2.302493 0.1 0.3 0.1
C -1.944915 -0.218348 -4.792365 0.7 1.8 -0.9
H 0.353699 1.348869 5.831636 -0.6 0.4 0.5
O -5.253523 0.114067 -0.507113 -1.3 0.7 -0.6
H -0.729251 0.121752 -1.253101 0.2 -0.1 -0.1
H -0.873167 0.257094 -6.650493 0.4 -0.2 0.2
H 2.697162 -4.676602 -4.312704 0.9 0.4 -0.2
H 0.669589 1.032410 -1.935977 -0.2 -0.3 -0.1
H 5.266710 0.458511 -1.884266 0.3 -0.6 -0.2
H 0.512945 -3.290289 -0.635210 0.3 -0.1 -0.7
O -3.578026 0.880132 -1.885351 -2.0 -2.0 3.9
H 1.181567 5.404517 3.714466 -0.4 0.4 -0.4
C -0.261018 0.638175 3.953533 -1.4 2.0 0.2
H 3.386036 2.812325 2.970275 -0.4 0.2 0.5
O 1.966187 -1.540864 -2.253728 -0.4 0.4 0.3
C 2.654452 -2.919192 1.967510 -0.2 -1.6 2.4
C -5.369433 -0.749724 0.576181 0.5 -1.6 1.9
H -0.736491 -2.598610 -1.691287 -0.4 0.5 0.7
C 3.033866 -2.279577 6.518876 0.6 0.2 1.0
H 5.373313 0.739203 3.289109 0.0 -0.3 0.7
C -1.052873 4.433897 3.159342 -2.1 0.6 -2.6
H -0.779522 -4.286264 -1.315201 -0.4 -0.1 0.6
O 4.914279 -0.272001 5.712900 -1.7 -0.8 -0.6
H 1.125626 5.247876 5.380123 -0.9 -0.9 0.5
O -0.683097 4.753709 4.336430 1.3 0.0 3.7
H -4.280743 -4.617562 -4.726710 0.0 0.4 -0.2
H 4.200521 3.102849 -3.041438 0.2 0.0 -0.5
C -2.330755 -4.371973 3.381261 -1.3 0.7 1.4
H 4.888612 3.008610 3.796405 0.2 -0.3 0.1
H 3.162317 -4.338080 3.728596 1.0 0.8 -0.3